Density functional theory data (ωB97M-V with the def2-TZVPD basis set) for C41H42AsFeGe2N2O7S as an isolated structure.

Geometry as XYZ:
```
97
Properties=species:S:1:pos:R:3:mulliken_spin:R:1
Fe -0.995 0.164 0.039 2.22
S -2.565 -0.837 -1.117 -0.01
C -3.021 -2.303 -0.253 0.00
C -4.287 -2.859 -0.456 0.01
C -4.654 -4.009 0.217 -0.01
C -3.761 -4.642 1.076 0.01
C -2.492 -4.117 1.246 -0.01
C -2.124 -2.939 0.599 0.02
As -0.411 -2.078 0.879 0.03
C -0.485 -1.816 2.800 -0.11
C -1.706 -1.830 3.421 0.40
C -1.946 -0.914 4.554 0.04
C -0.718 -0.653 5.356 0.30
C 0.504 -0.791 4.790 -0.08
C 0.627 -1.252 3.456 0.38
C 0.585 -3.780 0.744 0.02
C 0.376 -4.565 -0.388 0.00
C 0.970 -5.811 -0.502 0.00
C 1.780 -6.289 0.520 0.00
C 1.998 -5.511 1.646 0.00
C 1.406 -4.259 1.756 0.00
H -4.969 -2.373 -1.142 0.00
H -5.646 -4.420 0.073 0.00
H -4.055 -5.535 1.612 0.00
H -1.776 -4.612 1.893 0.00
H -2.573 -2.256 2.941 0.01
H -2.801 -1.187 5.166 -0.01
H -0.836 -0.244 6.351 0.00
H 1.392 -0.517 5.346 0.00
H 1.573 -1.168 2.932 0.00
H -0.269 -4.201 -1.179 0.00
H 0.794 -6.415 -1.383 0.00
H 2.230 -7.271 0.443 0.00
H 2.624 -5.882 2.448 0.00
H 1.570 -3.658 2.643 -0.01
O -2.431 0.386 3.955 0.07
C -1.758 0.795 2.838 0.14
O -2.076 0.282 1.722 0.10
C -0.761 1.767 3.032 0.02
C -0.546 2.356 4.304 0.31
C 0.442 3.303 4.468 -0.06
C 1.203 3.762 3.406 0.35
C 1.043 3.180 2.132 -0.10
C 0.109 2.103 1.931 0.03
O 0.081 1.402 0.848 -0.08
N 1.843 3.721 1.097 0.03
O 1.853 3.234 -0.034 0.06
O 2.543 4.699 1.385 0.04
N 0.704 3.815 5.796 0.00
O 0.015 3.417 6.724 -0.01
O 1.591 4.639 5.942 -0.01
H -1.147 2.060 5.146 0.06
H 1.928 4.545 3.546 0.03
C -2.817 2.685 -3.965 0.00
C -3.048 1.774 -2.756 0.00
Ge -1.566 1.906 -1.391 -0.06
C -2.194 3.353 -0.163 0.01
C -2.464 4.667 -0.894 0.00
C -0.073 2.426 -2.534 -0.07
C 0.937 1.573 -2.703 0.01
Ge 0.851 0.051 -1.406 -0.04
C 2.378 -0.193 -0.091 -0.04
C 3.828 -0.049 -0.544 0.00
C 0.874 -1.726 -2.368 -0.02
C 1.681 -1.836 -3.662 0.00
C 1.987 1.752 -3.723 -0.01
C 3.219 1.109 -3.610 0.00
C 4.201 1.253 -4.577 0.00
C 3.970 2.042 -5.693 0.00
C 2.747 2.687 -5.825 0.00
C 1.768 2.541 -4.858 0.00
H -3.672 2.648 -4.646 0.00
H -1.932 2.365 -4.517 0.00
H -2.668 3.725 -3.668 0.00
H -3.147 0.745 -3.098 0.00
H -3.984 2.029 -2.250 0.00
H -1.439 3.513 0.605 0.00
H -3.094 2.990 0.340 0.00
H -1.553 5.032 -1.372 0.00
H -2.806 5.432 -0.193 0.00
H -3.231 4.547 -1.662 0.00
H -0.135 3.353 -3.101 0.00
H 2.216 -1.203 0.303 0.00
H 2.197 0.510 0.719 0.02
H 4.081 -0.754 -1.340 0.00
H 4.506 -0.241 0.291 0.00
H 4.016 0.967 -0.894 0.00
H -0.168 -1.997 -2.563 0.00
H 1.262 -2.434 -1.633 0.00
H 1.339 -1.108 -4.399 0.00
H 1.579 -2.836 -4.095 0.00
H 2.743 -1.656 -3.485 0.00
H 3.394 0.495 -2.739 -0.01
H 5.150 0.743 -4.460 0.00
H 4.730 2.147 -6.457 0.00
H 2.553 3.305 -6.695 0.00
H 0.813 3.034 -4.991 0.00
```

Properties
orbital gap (spin up / spin down)	5.0 / 6.6	eV
charge	-1
max |F|	1.799	eV/A
<S²>	6.19
relative energy (zero: lowest compared OMol25 entry of this formula, charge and spin)	90.6	kcal/mol
LUMO energy (spin up / spin down)	0.0832 / 0.0270	hartree
HOMO level (spin up / spin down)	-2.74 / -5.85	eV
DFT total energy	-10275.0225	a.u.
2S+1	5